1.
DFT (ωB97M-V/def2-TZVPD) results for C2H3O3Sr as an isolated structure.

Its charge is +1. As for the energy relative to the best compared isomer or geometry (same formula, charge and spin): 248.4 kJ/mol. The highest occupied orbital energy comes out at -12.27 eV. For the calculated total energy, the calculation gives -9092.682 eV. The spin multiplicity is 1. Its orbital gap is 7.17 eV.

Element x y z (Å)
O -2.183 0.223 0.048
C -3.105 -0.574 0.013
H -4.144 -0.211 0.057
H -2.922 -1.657 -0.085
O 3.763 -0.382 0.048
C 2.542 -0.251 -0.063
O 2.376 1.173 -0.069
Sr 0.179 0.330 0.008
H 3.493 1.348 0.043



2.
DFT (ωB97M-V/def2-TZVPD) results for an isolated ion of composition C2H3O4S2 and charge -1.

Its charge is -1. As for the energy relative to the best compared isomer or geometry (same formula, charge and spin): 0.0 kJ/mol. The highest occupied orbital energy (alpha / beta) comes out at -0.90 / -4.39 eV. For the calculated total energy, the calculation gives -31980.310 eV. The spin multiplicity is 3. Its orbital gap (alpha / beta) is 4.32 / 6.23 eV.

Element x y z (Å)
C -0.022 -0.406 1.847
C -0.610 -0.084 -1.036
O -0.704 -1.408 1.754
O 1.896 0.298 -0.130
O 0.179 1.953 0.637
O -0.014 0.026 -2.323
S 0.609 0.356 3.203
S 0.554 0.567 0.325
H -0.716 -1.053 -0.609
H -1.520 0.575 -1.053
H 0.348 -0.823 -2.615



3.
DFT (ωB97M-V/def2-TZVPD) results for an isolated molecule of C2H3OP.

As for the SMILES: OP1=CC=1. As for the energy relative to the best compared isomer or geometry (same formula, charge and spin): 87.6 kJ/mol. The highest occupied orbital energy comes out at -9.57 eV. For the calculated total energy, the calculation gives -13456.851 eV. The spin multiplicity is 1. Its orbital gap is 10.75 eV.

Element x y z (Å)
C 0.924 -0.216 -0.757
C 0.842 -0.304 0.560
O -1.623 0.714 -0.079
P -0.705 -0.819 -0.193
H 1.490 0.142 -1.482
H 1.408 -0.196 1.457
H -2.336 0.678 0.495



4.
DFT (ωB97M-V/def2-TZVPD) results for an isolated molecule of C2H3OPS.

As for the energy relative to the best compared isomer or geometry (same formula, charge and spin): 211.0 kJ/mol. The highest occupied orbital energy (alpha / beta) comes out at -8.65 / -8.65 eV. For the calculated total energy, the calculation gives -24291.149 eV. The spin multiplicity is 1. Its orbital gap (alpha / beta) is 6.94 / 6.95 eV.

Element x y z (Å)
C 2.148 -1.235 -0.508
C 0.040 -0.236 -0.081
O 0.032 -2.867 0.310
P 0.575 -1.912 -0.632
S 3.311 -0.504 -1.285
H -0.924 -0.619 0.059
H 0.514 0.088 0.913
H 0.101 0.703 -0.765



5.
DFT (ωB97M-V/def2-TZVPD) results for C2H3ORh as an isolated structure.

Its charge is +3. As for the energy relative to the best compared isomer or geometry (same formula, charge and spin): 127.4 kJ/mol. The highest occupied orbital energy (alpha / beta) comes out at -27.37 / -29.86 eV. For the calculated total energy, the calculation gives -7124.182 eV. The spin multiplicity is 6. Its orbital gap (alpha / beta) is 8.73 / 8.32 eV.

Element x y z (Å)
O 0.617 -0.216 0.670
Rh 0.065 -1.971 1.278
H 1.301 0.389 0.991
C -0.318 0.366 -0.637
C -1.134 0.076 0.432
H 0.327 0.217 -1.517
H -0.858 1.140 -1.217



6.
DFT (ωB97M-V/def2-TZVPD) results for C2H3OSm as an isolated structure.

Its charge is +1. As for the energy relative to the best compared isomer or geometry (same formula, charge and spin): 0.0 kJ/mol. The highest occupied orbital energy (alpha / beta) comes out at -11.03 / -11.07 eV. For the calculated total energy, the calculation gives -22065.463 eV. The spin multiplicity is 7. Its orbital gap (alpha / beta) is 5.02 / 5.19 eV.

Element x y z (Å)
C 0.219 0.413 0.958
C -0.009 0.538 -0.367
O -0.047 -0.426 -1.257
Sm -0.398 -2.757 -1.599
H 0.671 -0.492 1.374
H -0.115 1.198 1.638
H -0.320 1.527 -0.746



7.
DFT (ωB97M-V/def2-TZVPD) results for C2H3P as an isolated structure.

As for the energy relative to the best compared isomer or geometry (same formula, charge and spin): 158.1 kJ/mol. The highest occupied orbital energy (alpha / beta) comes out at -6.06 / -9.31 eV. For the calculated total energy, the calculation gives -11404.869 eV. The spin multiplicity is 3. Its orbital gap (alpha / beta) is 6.94 / 7.18 eV.

Element x y z (Å)
C 0.914 -1.020 0.030
C 0.281 0.802 0.008
P 1.990 0.140 -0.009
H 0.471 -1.908 -0.352
H -0.472 0.865 -0.732
H -0.190 1.187 0.905



8.
DFT (ωB97M-V/def2-TZVPD) results for an isolated molecule of C2H3P.

As for the energy relative to the best compared isomer or geometry (same formula, charge and spin): 134.6 kJ/mol. The highest occupied orbital energy (alpha / beta) comes out at -7.14 / -9.72 eV. For the calculated total energy, the calculation gives -11405.113 eV. The spin multiplicity is 3. Its orbital gap (alpha / beta) is 7.28 / 8.46 eV.

Element x y z (Å)
C 0.455 -1.077 -0.540
C -0.279 1.018 0.241
P 0.493 0.284 -1.349
H 0.151 -1.983 -0.079
H -1.169 0.574 0.621
H 0.349 1.183 1.106



9.
DFT (ωB97M-V/def2-TZVPD) results for an isolated molecule of C2H4.

As for the SMILES: C=C. As for the energy relative to the best compared isomer or geometry (same formula, charge and spin): 11.1 kJ/mol. The highest occupied orbital energy comes out at -10.21 eV. For the calculated total energy, the calculation gives -2137.785 eV. The spin multiplicity is 1. Its orbital gap is 11.63 eV.

Element x y z (Å)
C -0.324 0.513 0.276
C 0.327 -0.498 -0.287
H -0.410 0.593 1.343
H -0.586 1.368 -0.336
H 0.726 -1.329 0.295
H 0.495 -0.720 -1.333



10.
DFT (ωB97M-V/def2-TZVPD) results for a 23-piece molecular cluster, C2H49O23 overall.

Its charge is -1. As for the energy relative to the best compared isomer or geometry (same formula, charge and spin): 58.0 kJ/mol. The highest occupied orbital energy comes out at -6.24 eV. For the calculated total energy, the calculation gives -49965.599 eV. The spin multiplicity is 1. Its orbital gap is 8.36 eV.

Element x y z (Å)
C -27.033 -7.452 -12.502
C -27.999 -7.780 -13.635
O -28.021 -6.830 -14.566
H -25.969 -7.505 -12.866
H -27.181 -8.225 -11.745
H -27.223 -6.499 -12.054
H -28.990 -7.809 -13.238
H -27.922 -8.704 -14.117
O -26.277 -4.778 -9.490
H -25.400 -4.374 -9.407
H -26.617 -4.591 -10.319
O -29.272 -10.853 -12.648
H -29.428 -10.493 -13.513
H -28.334 -10.899 -12.660
O -29.824 -9.996 -15.188
H -29.587 -9.357 -15.888
H -30.648 -10.395 -15.505
O -31.464 -8.457 -13.712
H -30.616 -8.498 -14.146
H -32.091 -8.228 -14.416
O -25.016 -7.501 -10.208
H -25.938 -7.542 -10.029
H -24.948 -6.868 -10.911
O -24.427 -5.648 -11.958
H -25.037 -5.373 -12.641
H -24.130 -4.883 -11.418
O -26.895 -10.189 -10.080
H -26.169 -10.143 -9.494
H -27.346 -9.390 -9.954
O -26.424 -7.914 -16.290
H -26.881 -8.702 -16.565
H -26.869 -7.627 -15.512
O -22.471 -7.522 -12.546
H -23.184 -8.170 -12.555
H -22.948 -6.704 -12.546
O -29.962 -9.074 -10.772
H -29.944 -9.550 -9.966
H -29.577 -9.716 -11.326
O -29.457 -5.069 -13.459
H -30.190 -5.497 -13.052
H -28.952 -5.815 -13.752
O -27.693 -7.511 -9.057
H -28.535 -7.573 -8.619
H -27.111 -7.501 -8.251
O -27.442 -3.772 -11.789
H -28.142 -4.421 -11.593
H -27.130 -4.150 -12.600
O -29.165 -5.831 -10.718
H -29.783 -6.441 -11.131
H -28.360 -6.327 -10.522
O -26.564 -5.491 -17.425
H -26.661 -6.380 -17.088
H -26.982 -4.940 -16.771
O -26.640 -10.931 -12.750
H -26.001 -11.672 -12.850
H -26.596 -10.616 -11.874
O -27.933 -3.780 -16.034
H -28.905 -3.799 -15.960
H -27.618 -4.027 -15.182
O -24.457 -9.550 -12.054
H -24.965 -9.044 -11.407
H -24.986 -9.695 -12.825
O -29.438 -7.800 -16.688
H -28.915 -7.390 -15.983
H -30.081 -7.100 -16.859
O -31.696 -6.290 -12.226
H -32.457 -5.882 -12.624
H -31.604 -7.090 -12.798
O -26.252 -4.995 -13.963
H -25.564 -5.117 -14.627
H -26.757 -5.758 -14.130
O -24.420 -9.293 -14.875
H -23.595 -9.001 -15.079
H -25.078 -8.739 -15.339